C38H54CsN5O4P2STe | the ωB97M-V functional and the def2-TZVPD basis

The geometry in XYZ format:
```
106
Properties=species:S:1:pos:R:3:forces:R:3
Cs 0.056845 0.182638 0.087370 0.20 0.34 -0.08
C -3.667938 2.658877 -2.013877 -0.01 0.01 0.03
C -2.985455 4.013619 -2.225714 -0.02 -0.01 0.00
N -1.554705 3.918458 -1.982284 0.05 0.06 0.08
C -1.017588 4.976950 -1.124348 0.00 -0.01 -0.01
C -1.535054 4.916901 0.322283 -0.01 -0.01 0.01
N -1.435334 3.567857 0.861491 -0.01 0.00 -0.04
C -2.625713 3.022032 1.472884 0.02 -0.02 0.00
C -3.760596 2.780317 0.465777 0.00 0.01 -0.01
N -3.336014 2.095823 -0.731554 -0.03 -0.01 -0.01
H -4.755083 2.793166 -2.178520 0.00 0.00 0.00
H -3.309431 1.955659 -2.770602 0.01 0.00 0.00
H -3.186047 4.346272 -3.253224 0.00 0.00 0.00
H -3.462601 4.755801 -1.569876 0.01 0.00 -0.01
H -1.415431 3.073528 -1.426732 -0.02 -0.02 -0.07
H 0.067545 4.869321 -1.100192 0.00 -0.01 0.02
H -1.238538 5.959357 -1.558287 0.00 -0.01 -0.02
H -0.965002 5.632684 0.923778 0.02 0.00 -0.01
H -2.582528 5.239218 0.358086 0.00 0.00 0.01
H -0.633427 3.456333 1.471302 -0.01 -0.02 0.01
H -2.340277 2.078566 1.942369 0.00 0.00 0.00
H -3.032719 3.652363 2.286227 0.00 0.00 -0.01
H -4.566994 2.245603 0.991710 0.01 0.00 0.00
H -4.192454 3.741505 0.171706 0.00 0.00 0.00
H -3.323931 1.088693 -0.716971 0.02 0.00 0.01
C 0.574641 1.571149 -3.247855 -0.09 0.04 0.01
C 1.675014 0.577297 -3.460185 0.07 -0.04 0.00
C 2.789030 0.905453 -4.276891 -0.04 0.01 0.03
C 3.783913 -0.007365 -4.428141 0.02 0.00 -0.01
C 3.708080 -1.260381 -3.774471 -0.02 -0.01 0.00
C 4.722813 -2.234343 -3.914339 0.00 0.01 -0.01
C 4.593640 -3.420241 -3.245490 0.00 0.00 0.00
C 3.480711 -3.669908 -2.428119 0.00 0.01 0.00
C 2.453300 -2.753883 -2.244363 0.02 0.01 -0.01
S 1.121052 -3.126375 -1.190627 0.00 -0.01 0.00
C 2.572418 -1.504469 -2.962552 0.01 0.01 0.00
N 1.584104 -0.573757 -2.842105 -0.04 -0.07 0.06
H 0.450120 2.239295 -4.101159 0.01 -0.01 0.00
H 0.796832 2.196333 -2.376016 -0.01 -0.02 -0.01
H -0.367785 1.051706 -3.064699 -0.01 0.04 0.03
H 2.829573 1.876287 -4.755466 0.01 0.00 -0.01
H 4.652364 0.208573 -5.042940 0.00 0.00 0.00
H 5.583274 -2.018809 -4.538084 0.00 -0.01 0.00
H 5.361927 -4.181390 -3.333629 0.00 0.00 0.00
H 3.410151 -4.611222 -1.897739 0.00 0.00 0.00
C 4.598115 4.155065 -3.201580 0.02 0.00 0.00
C 3.496440 4.379413 -2.188883 -0.02 0.02 0.03
O 3.893320 3.771555 -0.967448 0.07 -0.07 -0.04
P 2.766352 3.609144 0.201514 0.01 -0.14 -0.05
O 1.633613 2.792059 -0.304809 -0.09 0.07 -0.05
Te 2.354315 5.770047 1.096132 -0.01 0.09 0.00
O 3.610875 2.698878 1.214183 0.02 -0.03 0.01
C 4.729762 3.174895 1.949921 -0.02 0.03 0.01
C 5.098342 2.106541 2.955419 0.00 -0.01 0.01
H 4.333740 4.608648 -4.160055 -0.01 0.01 0.00
H 4.762540 3.087325 -3.353110 -0.01 0.00 0.00
H 5.530932 4.600175 -2.850723 0.00 0.00 -0.01
H 2.554727 3.936761 -2.529253 0.01 -0.01 -0.02
H 3.324174 5.447429 -2.017827 -0.01 0.00 0.00
H 4.461498 4.111388 2.445959 0.01 0.00 0.00
H 5.555126 3.379283 1.260070 0.00 -0.01 0.00
H 4.251763 1.909597 3.613243 0.00 0.00 -0.01
H 5.949402 2.431496 3.559136 0.00 0.01 0.00
H 5.361771 1.176334 2.450210 0.00 0.00 0.00
C -2.166351 -6.856606 1.887390 0.01 -0.01 -0.02
C -2.679274 -6.057212 2.901053 0.00 0.02 0.02
C -2.125012 -4.813837 3.165403 -0.04 0.01 -0.04
C -1.037247 -4.343799 2.424108 -0.05 -0.05 -0.02
C -0.544838 -5.148177 1.391712 0.02 -0.01 0.05
C -1.098947 -6.392441 1.130834 0.00 0.00 0.01
C -0.421321 -3.015238 2.615864 0.08 -0.04 -0.29
C -0.354169 -2.257711 3.707273 -0.15 -0.02 0.45
C -0.859993 -2.599032 5.058026 0.04 0.02 -0.10
C -0.503513 -3.779836 5.704737 -0.04 -0.05 0.07
C -0.985041 -4.063917 6.974919 0.03 -0.01 -0.06
C -1.825574 -3.165752 7.618491 -0.03 0.03 0.03
C -2.163960 -1.972692 6.992174 0.02 -0.01 -0.01
C -1.676256 -1.685253 5.725610 0.04 0.00 0.05
H -2.604115 -7.826303 1.681111 0.00 0.00 0.00
H -3.524446 -6.398875 3.487411 0.00 0.00 0.00
H -2.550340 -4.196495 3.945034 0.00 0.00 -0.01
H 0.276651 -4.783703 0.782002 -0.01 0.00 -0.01
H -0.695746 -6.992480 0.323795 -0.01 0.00 0.00
H 0.041740 -2.633029 1.706770 0.06 0.02 0.10
H 0.147569 -4.479867 5.195153 0.00 0.00 0.01
H -0.702139 -4.988970 7.463584 0.00 0.00 0.00
H -2.202426 -3.387093 8.610144 0.00 0.00 0.00
H -2.799837 -1.254696 7.495876 0.00 -0.01 0.00
H -1.907517 -0.741520 5.245853 0.00 0.00 -0.02
C -2.479556 -3.202787 -1.028179 0.00 -0.01 -0.03
P -2.632210 -1.846159 -2.196592 0.02 -0.01 0.01
C -4.304998 -1.996450 -2.880047 0.00 0.01 -0.02
C -1.517925 -2.198232 -3.555936 -0.01 0.01 0.00
O -2.413614 -0.502467 -1.583023 -0.11 -0.13 -0.04
H -2.741678 -4.156786 -1.488571 0.00 0.00 0.01
H -3.125317 -3.016047 -0.169053 0.00 0.00 0.00
H -1.438574 -3.251694 -0.706137 -0.01 0.01 0.00
H -4.462091 -2.972180 -3.342024 0.01 0.00 0.00
H -4.447580 -1.213407 -3.625785 -0.01 0.00 0.00
H -5.031908 -1.852313 -2.080113 0.01 0.00 0.01
H -1.705540 -3.188779 -3.973679 0.01 0.00 0.00
H -0.498539 -2.157291 -3.159692 0.00 0.00 0.00
H -1.648768 -1.435174 -4.325208 0.01 0.00 0.00
N 0.253741 0.842801 2.989829 -0.01 -0.07 0.14
C -0.164803 1.812919 3.488761 -0.06 0.02 0.12
H 0.077954 -1.262977 3.651067 0.05 0.07 -0.28
```
Positions in Å, forces in eV/Å.

Results
**HOMO**: -2.045 eV
**Total charge**: -2
**Maximum force**: 0.00917 Eh/bohr
**Frontier orbital gap**: 5.48 eV
**Electronic energy**: -93183.9465 eV